Record 1
{
  "formula": "C5H5NO",
  "method": "wB97M-V/def2-TZVPD",
  "symbols": ["N", "C", "C", "H", "C", "O", "H", "C", "H", "H", "C", "H"],
  "coordinates": [[-1.583, -1.440, -1.995], [-1.280, -0.910, -1.012], [-0.973, -0.279, 0.258], [2.593, -0.302, 0.168], [1.578, -0.286, -0.266], [1.427, -0.315, -1.462], [-0.705, 1.774, 1.117], [0.465, -0.082, 0.703], [-0.136, 1.558, -0.627], [-1.676, -0.565, 1.036], [-0.394, 1.102, 0.325], [0.686, -0.256, 1.755]],
  "lumo_energy_ev": 0.669,
  "e_tot_ev": -8801.9624,
  "relative_energy_kcal_mol": 33.6,
  "charge": 0,
  "gap_ev": 10.92,
  "spin_multiplicity": 1
}



Record 2
{
  "formula": "C21H19BaIN2OS4",
  "method": "wB97M-V/def2-TZVPD",
  "symbols": ["C", "C", "H", "C", "C", "Ba", "H", "N", "C", "H", "S", "H", "N", "H", "C", "C", "I", "H", "C", "C", "H", "S", "S", "O", "H", "H", "H", "H", "C", "H", "C", "C", "C", "H", "H", "C", "S", "C", "C", "H", "H", "C", "C", "H", "H", "C", "C", "C", "H"],
  "coordinates": [[-0.627, 3.680, 3.727], [2.340, -4.536, -3.446], [-1.440, -3.091, -0.731], [-0.584, 2.766, 2.657], [2.847, 1.644, -2.033], [1.074, -0.041, 0.401], [1.669, -2.683, -4.274], [2.240, 1.290, -3.150], [-2.578, -2.232, 2.274], [2.779, -4.866, -4.380], [0.297, -1.232, -2.236], [4.457, 2.650, -1.091], [-1.938, -0.883, 0.419], [-1.884, 4.888, 0.312], [-1.246, -3.198, 0.336], [-1.536, 4.563, 1.285], [5.714, 1.136, -2.860], [-2.908, 1.086, -0.938], [1.818, -4.902, -1.151], [-2.633, 0.133, 0.932], [1.523, 0.549, -3.081], [0.574, -3.179, 0.523], [0.045, 1.138, 2.938], [2.349, 1.377, -0.913], [-1.624, -4.157, 0.685], [2.730, 1.397, -4.023], [1.841, -5.518, -0.261], [-1.105, 5.625, 4.452], [-1.562, 5.433, 2.358], [2.881, -6.321, -2.357], [-3.272, -1.160, 2.818], [1.195, -3.650, -1.084], [-1.063, 3.252, 1.424], [-0.269, 3.337, 4.689], [-3.855, 0.893, 2.522], [-1.100, 4.971, 3.588], [-1.081, 2.265, -0.062], [-2.660, 1.382, 0.082], [1.717, -3.304, -3.388], [-1.929, 6.444, 2.241], [-3.416, 2.087, 0.426], [2.398, -5.353, -2.322], [4.165, 2.363, -2.092], [4.104, 3.235, -2.737], [-3.774, -1.263, 3.771], [1.125, -2.804, -2.216], [-3.320, 0.037, 2.132], [-1.934, -2.057, 1.059], [-2.544, -3.191, 2.776]],
  "lumo_energy_ev": -0.355,
  "e_tot_ev": -79252.1966,
  "charge": 0,
  "gap_ev": 6.57,
  "spin_multiplicity": 1
}



Record 3
{
  "formula": "C4H10N2O2",
  "method": "wB97M-V/def2-TZVPD",
  "symbols": ["C", "O", "H", "H", "H", "O", "H", "H", "C", "H", "C", "N", "H", "C", "H", "N", "H", "H"],
  "coordinates": [[-2.312, -0.144, 0.874], [-1.413, 0.900, 0.666], [-3.293, 0.271, 1.145], [0.155, -1.681, 0.688], [0.550, -0.683, 2.079], [-0.572, -0.576, -1.692], [0.826, 1.364, 0.647], [-0.320, -1.410, -1.273], [-0.086, 0.465, -1.026], [-0.271, 1.410, -1.515], [0.430, 0.429, 0.279], [2.589, 1.426, -1.363], [-2.475, -0.761, -0.029], [0.750, -0.827, 1.018], [-2.011, -0.821, 1.690], [2.102, 0.329, -1.278], [3.547, 1.390, -1.795], [1.804, -1.080, 0.884]],
  "lumo_energy_ev": [0.705, 0.715],
  "e_tot_ev": -11379.6720,
  "relative_energy_kcal_mol": 166.7,
  "charge": 0,
  "gap_ev": [8.09, 7.55],
  "spin_multiplicity": 1
}



Record 4
{
  "formula": "C6H9NO2S2",
  "method": "wB97M-V/def2-TZVPD",
  "symbols": ["C", "C", "H", "C", "C", "H", "S", "H", "H", "C", "H", "O", "N", "S", "H", "H", "H", "H", "O", "C"],
  "coordinates": [[1.584, 0.004, 1.029], [-1.372, 0.065, -0.354], [-1.587, -2.926, 0.320], [3.136, 1.273, -0.693], [-2.033, -1.991, 0.008], [2.997, 2.222, -0.273], [0.388, 1.669, -0.883], [0.774, -0.608, 1.057], [1.925, -0.280, -1.176], [-3.261, -1.510, 0.152], [1.390, 0.935, 1.692], [-3.731, 0.768, -1.229], [-0.989, -1.163, -0.298], [-3.066, 0.326, -0.047], [-4.250, -1.940, 0.277], [3.800, 0.726, -0.091], [2.449, -0.558, 1.464], [3.425, 1.597, -1.740], [-3.394, 0.954, 1.214], [1.817, 0.437, -0.427]],
  "lumo_energy_ev": -1.384,
  "e_tot_ev": -33617.8464,
  "relative_energy_kcal_mol": 110.2,
  "charge": 0,
  "gap_ev": 8.14,
  "spin_multiplicity": 1
}



Record 5
{
  "formula": "C38H61CsFN3O6Si",
  "method": "wB97M-V/def2-TZVPD",
  "symbols": ["H", "N", "C", "H", "O", "H", "H", "H", "C", "H", "H", "C", "H", "H", "C", "H", "H", "H", "H", "H", "H", "H", "H", "H", "H", "C", "H", "Si", "H", "H", "H", "C", "C", "H", "H", "C", "H", "C", "O", "H", "C", "C", "C", "O", "C", "H", "C", "H", "C", "C", "H", "H", "H", "H", "H", "C", "C", "Cs", "C", "C", "C", "C", "H", "H", "C", "H", "C", "O", "C", "H", "H", "C", "H", "H", "C", "C", "H", "O", "C", "C", "H", "H", "H", "C", "C", "C", "H", "C", "H", "C", "N", "N", "H", "F", "H", "H", "H", "H", "H", "H", "C", "H", "H", "H", "C", "O", "H", "H", "H", "H", "C"],
  "coordinates": [[-1.027, 0.573, 3.058], [-2.441, 0.475, 1.677], [0.177, 3.678, -3.262], [4.240, -1.407, 2.692], [2.894, -2.164, -1.491], [-3.282, 8.015, -1.382], [-7.129, 6.135, -1.476], [-2.042, 2.486, -3.027], [-1.458, 2.104, -3.872], [-0.103, -1.823, -5.294], [-3.313, -2.743, -1.644], [-3.306, 5.899, -1.034], [-1.431, -1.956, 3.596], [-2.785, -1.596, -3.608], [-4.082, 4.755, -0.909], [5.246, -5.060, -0.306], [-2.527, -0.541, 6.126], [-2.943, -2.358, 4.423], [0.139, -1.288, 1.285], [1.749, -0.222, -4.661], [6.057, -2.852, 0.574], [4.258, 0.270, 3.271], [-0.512, -3.356, 0.307], [3.042, -0.791, -3.588], [4.702, -6.218, -2.138], [-2.768, -1.804, -1.460], [-0.699, 0.139, -4.250], [1.925, -0.466, 2.775], [2.289, 1.389, 5.120], [6.331, -3.045, -1.167], [-0.056, 4.416, -4.046], [-4.198, 0.081, 4.016], [-5.271, 7.215, -1.463], [1.244, 3.735, -3.051], [2.441, 5.671, 5.024], [2.389, -3.409, -3.451], [4.056, -0.076, 1.550], [1.519, -2.271, -3.934], [-0.081, 2.360, -3.674], [4.992, -2.037, -0.592], [4.051, -5.430, -2.515], [2.558, -4.577, -4.169], [1.626, -1.372, 4.427], [-4.172, 2.504, -0.163], [-2.495, -1.722, 3.654], [1.492, 5.598, 2.678], [0.535, -2.668, -5.024], [-2.551, -0.495, 1.390], [-6.054, 6.073, -1.348], [-2.708, -0.237, 3.984], [2.027, -4.696, -5.112], [1.710, -1.538, 0.512], [-1.006, -0.125, 5.325], [2.995, -3.234, 0.654], [1.052, -2.983, -5.936], [4.629, -4.156, -0.424], [2.112, 2.311, 4.577], [-0.467, 1.695, 0.069], [1.676, 4.698, 3.252], [3.799, -0.415, 2.554], [5.561, -2.947, -0.398], [-3.436, 3.399, -0.617], [2.965, -1.363, -5.271], [-1.165, -1.742, -2.915], [3.916, -4.285, -1.752], [0.569, -1.574, 4.606], [1.384, 3.492, 2.679], [-2.069, 0.112, -2.710], [-2.079, 0.074, 5.342], [3.019, -4.999, 0.762], [-2.398, 0.347, -4.728], [1.561, 2.205, 3.269], [-0.402, 3.934, -2.370], [2.008, -0.837, 5.298], [-3.897, 7.126, -1.300], [-1.649, 0.610, -3.964], [-4.358, 1.136, 4.245], [-1.846, -2.004, -0.414], [3.384, -5.606, -3.726], [2.204, 4.730, 4.545], [-4.668, -0.132, 3.055], [3.501, -6.515, -4.304], [2.140, -2.339, 4.378], [2.417, 3.518, 5.185], [3.648, -4.105, 0.749], [-1.013, -3.136, -0.629], [-5.733, 8.172, -1.679], [-2.157, -1.298, -2.753], [1.175, -2.630, 1.782], [2.371, -1.084, -4.394], [-2.046, 0.656, 3.025], [1.229, 1.077, 2.636], [-2.220, 1.126, 5.590], [0.908, 3.509, 1.385], [0.967, -1.922, -3.050], [-2.948, -2.002, 2.701], [-2.234, 5.801, -0.921], [-0.109, -3.497, -4.713], [-4.695, -0.528, 4.776], [-3.486, -1.059, -1.107], [-5.461, 4.852, -1.062], [4.181, -4.042, 1.704], [-1.796, 2.604, -4.791], [-3.261, 1.022, 1.431], [3.063, -3.214, -2.187], [-2.211, 3.302, -0.879], [-6.039, 3.945, -0.941], [-0.236, -2.949, -1.377], [-1.616, -3.998, -0.941], [2.833, 3.497, 6.188], [1.175, -1.584, 1.465]],
  "lumo_energy_ev": 3.622,
  "e_tot_ev": -68297.1463,
  "relative_energy_kcal_mol": 14.6,
  "charge": -2,
  "gap_ev": 5.20,
  "spin_multiplicity": 1
}



Record 6
{
  "formula": "C13H16BrKO2S3",
  "method": "wB97M-V/def2-TZVPD",
  "symbols": ["K", "H", "S", "C", "H", "H", "C", "O", "C", "C", "H", "C", "H", "H", "H", "H", "H", "C", "C", "C", "C", "H", "C", "H", "H", "S", "H", "H", "Br", "C", "S", "O", "H", "C", "H", "C"],
  "coordinates": [[-0.353, -0.109, -0.876], [2.399, 4.151, 0.090], [0.229, 0.032, 2.302], [3.106, 2.177, -0.272], [1.203, 2.117, 2.978], [2.279, 3.125, 1.489], [-3.605, -0.987, -0.045], [-4.728, -0.561, 0.192], [1.956, -0.408, 2.609], [-2.146, -2.977, -0.577], [-0.845, -4.622, -1.022], [-4.471, -3.335, -0.833], [-1.423, 2.390, 1.415], [3.005, 2.246, -1.357], [-5.051, -5.280, -1.494], [2.007, -1.466, 2.343], [2.173, -0.353, 3.678], [2.136, 3.141, 0.410], [-4.217, -4.642, -1.236], [-3.439, -2.463, -0.491], [-0.409, 2.714, 1.663], [-1.310, -2.338, -0.325], [3.052, 0.373, 1.887], [-0.486, 3.712, 2.098], [4.008, -0.076, 2.161], [0.393, 2.839, 0.043], [3.086, 1.399, 2.252], [-0.401, 1.919, 3.625], [-6.300, -2.830, -0.808], [-2.920, -5.116, -1.308], [2.929, 0.412, 0.081], [-2.506, -0.364, 0.011], [4.123, 2.496, -0.035], [0.194, 1.795, 2.719], [-2.740, -6.136, -1.623], [-1.869, -4.272, -0.977]],
  "lumo_energy_ev": -0.262,
  "e_tot_ev": -136710.0107,
  "charge": 0,
  "gap_ev": 7.54,
  "spin_multiplicity": 1
}